Record 1
Density functional theory data (wB97M-V/def2-TZVPD) for the molecule C5H9NO at a distorted geometry.

Results
- Structure (SMILES): C[C@@H](O)[C@@H](C)C#N
- Total charge: 0
- Energy above the lowest of the compared OMol25 structures with the same formula, charge and spin: 207.5 kJ/mol
- HOMO energy: -10.27 eV
- E_tot: -325.8585 hartree

Cartesian coordinates (Å):
C: 1.53606 -0.53319 -0.53463
C: 0.71975 0.13004 0.75076
O: 1.03163 1.46808 1.03297
C: -0.81843 -0.02515 0.62779
C: -1.32704 0.66818 -0.65425
C: -1.14056 -1.45167 0.59434
N: -1.36316 -2.58479 0.54505
H: 1.04745 -1.44488 -0.92237
H: 2.59158 -0.83900 -0.32376
H: 1.57074 0.24452 -1.27756
H: 1.31414 -0.59562 1.24353
H: 0.57869 2.01397 0.36945
H: -1.36981 0.40858 1.48142
H: -2.39988 0.51233 -0.79176
H: -0.80441 0.27551 -1.53064
H: -1.16675 1.75309 -0.61036

Atomic partial charges in e from the Mulliken method, atoms 1 to 5: atom 1 (C): -1.268, atom 2 (C): -0.058, atom 3 (O): -0.523, atom 4 (C): 0.541, atom 5 (C): -1.368

***

Record 2
Density functional theory data (wB97M-V/def2-TZVPD) for the molecule C5H7NO.

Results
- Structure (SMILES): Cc1occc1N
- Total charge: 0
- Energy above the lowest of the compared OMol25 structures with the same formula, charge and spin: 103.4 kJ/mol
- HOMO energy: -7.72 eV
- E_tot: -324.6851 hartree

Cartesian coordinates (Å):
C: 0.93799 1.24682 -1.17306
C: 0.44710 0.55475 0.05095
O: -0.31012 1.39036 0.83729
C: -1.25875 0.64447 1.42301
C: -1.12247 -0.66581 1.08983
C: 0.00915 -0.73032 0.20699
N: 0.45050 -1.85192 -0.51807
H: 1.69211 0.68539 -1.72556
H: 0.05217 1.34388 -1.81685
H: 1.30522 2.25258 -0.95287
H: -1.98142 1.20059 2.00087
H: -1.80686 -1.46829 1.33238
H: 0.12788 -2.72651 -0.12523
H: 1.45748 -1.87598 -0.62966

Atomic partial charges in e from the Mulliken method, atoms 1 to 5: atom 1 (C): -1.084, atom 2 (C): 0.048, atom 3 (O): -0.362, atom 4 (C): -0.415, atom 5 (C): -0.571

***

Record 3
Density functional theory data (wB97M-V/def2-TZVPD) for a structure of composition C26H25Br2F6N2O5PdS2Te.

Results
- Expectation value of S²: 8.79
- Spin multiplicity: 6
- Total charge: +2
- Energy above the lowest of the compared OMol25 structures with the same formula, charge and spin: 78.3 kJ/mol
- HOMO energy (spin up / spin down): -14.89 / -14.89 eV
- E_tot: -8430.1375 hartree

Cartesian coordinates (Å):
Pd: -0.84699 0.23017 0.33099
Br: -0.42130 2.38870 2.22515
C: 1.13982 1.35434 2.72185
Br: 2.02940 0.69287 1.13553
H: 0.79936 0.49588 3.28756
H: 1.82091 1.99520 3.26691
F: -3.66011 -1.44858 4.01400
C: -2.62807 -0.83679 3.51367
F: -2.93811 0.39764 3.11981
F: -1.65532 -0.76584 4.42002
S: -1.87335 -1.75493 2.05338
O: -0.51778 -1.12834 1.99777
O: -1.98472 -3.13958 2.29823
N: -2.44860 -1.21256 0.64887
S: -4.08595 -1.17410 0.33035
O: -4.37980 -1.99752 -0.78243
O: -4.80190 -1.22500 1.55889
C: -4.19048 0.55022 -0.32476
F: -3.39541 0.66548 -1.40368
F: -3.76857 1.44437 0.57983
F: -5.42878 0.81331 -0.66575
C: 2.55610 9.67182 -0.55239
C: 2.12186 8.25124 -0.76786
C: 0.78429 7.88790 -0.63731
C: 0.34115 6.57946 -0.82447
C: -1.11723 6.25036 -0.64823
C: 1.33956 5.69119 -1.19471
Te: 0.66768 3.52793 -1.41048
N: -0.05511 1.42283 -1.27120
C: 0.32492 0.36368 -2.10276
O: -0.07677 -0.73552 -1.71451
C: 1.07562 0.57490 -3.34740
C: 2.23022 1.36314 -3.35973
C: 2.92130 1.54695 -4.54573
C: 2.45484 0.95468 -5.71481
C: 1.31979 0.15557 -5.69527
C: 0.63117 -0.04859 -4.50902
C: -0.72862 3.80086 -2.91018
C: -2.01862 3.30170 -2.68251
C: -2.98278 3.45057 -3.65688
C: -2.65108 4.08871 -4.84896
C: -1.37065 4.57583 -5.05896
C: -0.36674 4.43986 -4.10282
C: 1.00993 4.96739 -4.39901
C: 2.69737 5.94445 -1.30347
C: 3.74744 4.93810 -1.68541
C: 3.05682 7.27420 -1.09606
H: 1.77590 10.26237 -0.07812
H: 2.79750 10.13789 -1.50952
H: 3.45379 9.71613 0.06327
H: 0.05138 8.63550 -0.35646
H: -1.62787 6.20507 -1.61162
H: -1.60032 7.01624 -0.04594
H: -1.27291 5.29375 -0.14176
H: 2.66314 1.72798 -2.43269
H: 3.83496 2.12606 -4.55616
H: 2.99564 1.09741 -6.64070
H: 0.97334 -0.31666 -6.60417
H: -0.25056 -0.67561 -4.48077
H: -2.27314 2.83093 -1.74264
H: -3.98439 3.07825 -3.49085
H: -3.39611 4.19999 -5.62542
H: -1.13271 5.06668 -5.99446
H: 1.23250 4.85786 -5.45910
H: 1.79142 4.44191 -3.84643
H: 1.07861 6.02898 -4.15226
H: 3.45362 3.91188 -1.44962
H: 4.67834 5.13976 -1.15949
H: 3.95439 4.98729 -2.75632
H: 4.10286 7.54271 -1.19410

Atomic partial charges in e from the Mulliken method, atoms 1 to 5: atom 1 (Pd): 0.501, atom 2 (Br): -0.123, atom 3 (C): -0.555, atom 4 (Br): -0.009, atom 5 (H): 0.350

***

Record 4
Density functional theory data (wB97M-V/def2-TZVPD) for a structure of composition C37H67F2IN3O12S4 at a distorted geometry.

Results
- Total charge: +1
- Energy above the lowest of the compared OMol25 structures with the same formula, charge and spin: 155.1 kJ/mol
- HOMO energy: -10.15 eV
- E_tot: -4606.5046 hartree

Cartesian coordinates (Å):
C: 14.52700 29.44100 20.18600
C: 15.17900 28.54000 19.17200
O: 14.87600 27.33600 19.20700
N: 16.26800 29.14500 18.20800
H: 15.71800 29.88900 17.57100
H: 16.97900 29.65100 18.94300
C: 17.03400 28.16200 17.49800
H: 13.48000 29.15900 20.23800
H: 14.75900 30.59900 19.85100
H: 14.82700 29.23900 21.24500
H: 16.42800 27.63000 16.91700
H: 17.46600 27.56300 18.22700
H: 17.76000 28.64700 16.87400
C: 18.88400 33.11600 23.88500
C: 18.42800 32.70300 22.44300
O: 18.67300 33.33100 21.43400
N: 17.38800 31.65100 22.37600
H: 16.42400 31.93600 22.45600
H: 17.62400 31.49600 21.34900
C: 17.47900 30.48200 23.30300
H: 19.18400 32.29400 24.35900
H: 18.24100 33.72000 24.38600
H: 19.77700 33.50400 23.96400
H: 18.44300 29.94300 23.15300
H: 16.64200 29.79800 23.07900
H: 17.08500 30.72600 24.21500
C: 18.38400 32.55100 16.92900
C: 17.49400 33.34000 17.81600
O: 17.63300 34.53700 17.96700
N: 16.31700 32.61300 18.56400
H: 15.78300 32.07000 17.89000
H: 16.71600 31.77000 19.14900
C: 15.35100 33.42900 19.26800
H: 19.30000 33.12100 16.79700
H: 17.99000 32.37800 16.02400
H: 18.57500 31.49700 17.35900
H: 14.30700 32.81900 19.71900
H: 15.02100 34.41700 18.66700
H: 15.83400 33.89900 20.16300
I: 13.99500 32.49500 22.89300
O: 17.55000 30.68500 19.82800
H: 18.42200 30.63900 20.02500
F: 16.96900 22.34200 23.34100
C: 17.01100 23.76300 23.25100
C: 17.58600 24.52700 24.29400
C: 17.47200 25.83900 24.08500
C: 17.03400 26.53100 22.94100
C: 16.62300 25.73900 21.81500
C: 16.65700 24.21100 22.00300
H: 18.03300 24.16400 25.51500
H: 17.67800 26.30200 24.96600
H: 16.68700 27.53600 23.00400
H: 16.22900 26.17400 20.79000
H: 16.45700 23.49800 21.25300
F: 17.70300 29.66700 26.58300
C: 17.93600 28.66200 27.54700
C: 19.18500 28.44600 27.93400
C: 19.36000 27.59700 29.04900
C: 18.37700 26.77400 29.53400
C: 17.04700 27.16300 29.11900
C: 16.78900 28.00100 28.12400
H: 19.93400 28.98600 27.32400
H: 20.29400 27.49300 29.20600
H: 18.47000 25.89600 30.31400
H: 16.19900 26.72500 29.80000
H: 15.94200 28.12500 27.54900
C: 12.75100 26.48600 26.10900
C: 11.87700 27.72500 25.99300
C: 12.71200 28.75800 25.48800
S: 13.99600 28.19700 24.53200
O: 15.31900 28.43700 25.09700
O: 13.68200 28.32500 23.17300
C: 13.62600 26.46400 24.96600
H: 11.97700 25.55200 26.32300
H: 13.24200 26.54400 27.03000
H: 11.45900 27.85700 26.90600
H: 11.03700 27.48400 25.31100
H: 13.03200 29.56100 26.28200
H: 12.00400 29.52100 24.94100
H: 14.41100 25.79800 25.21000
H: 13.08200 25.99400 24.14700
C: 17.09100 36.48400 22.12600
C: 17.87400 37.13100 20.97600
C: 16.94300 37.72700 20.03800
S: 15.32400 37.68100 20.83000
O: 14.64000 36.55300 20.15000
O: 14.85600 39.06100 20.72500
C: 15.88200 37.18200 22.50200
H: 17.79400 36.36300 22.99000
H: 16.83700 35.47700 21.99700
H: 18.64900 36.43200 20.64500
H: 18.64700 37.97400 21.49900
H: 16.94800 37.27300 19.12300
H: 17.07500 38.77200 19.85800
H: 15.26400 36.44800 23.19900
H: 16.19600 38.15900 23.05700
C: 22.55500 35.01700 24.53100
C: 22.73500 35.85800 25.82700
C: 23.95400 35.60000 26.33700
S: 25.10000 35.02100 25.09700
O: 25.51600 33.67100 25.42800
O: 25.95800 36.05600 24.73300
C: 23.91300 34.75600 23.80700
H: 21.81900 35.50000 23.75000
H: 22.10400 34.22100 24.82300
H: 22.04400 35.84300 26.64600
H: 22.70200 36.82900 25.44300
H: 23.88400 34.80000 27.08000
H: 24.71500 36.53500 26.78200
H: 24.06800 33.69200 23.33900
H: 24.03900 35.53700 23.09000
C: 13.62700 33.51400 27.22400
C: 14.17300 32.08700 27.38300
C: 15.15300 32.17600 28.38300
S: 16.07700 33.64200 27.93100
O: 17.16400 33.35900 27.08100
O: 16.38600 34.43200 29.09700
C: 14.81800 34.50300 27.09300
H: 13.05800 33.77000 28.10500
H: 13.10300 33.54600 26.38800
H: 14.55500 31.71400 26.41200
H: 13.34000 31.35600 27.53600
H: 15.86000 31.32600 28.33000
H: 14.60700 32.23200 29.29300
H: 15.10100 34.48400 26.23000
H: 14.80800 35.64600 27.38500

Atomic partial charges in e from the Mulliken method, atoms 1 to 5: atom 1 (C): 0.229, atom 2 (C): 0.468, atom 3 (O): -0.519, atom 4 (N): 0.113, atom 5 (H): 0.377

***

Record 5
Density functional theory data (wB97M-V/def2-TZVPD) for a cluster of 2 separate species, C5H16NO2 in total at a distorted geometry.

Results
- Total charge: +1
- Energy above the lowest of the compared OMol25 structures with the same formula, charge and spin: 58.5 kJ/mol
- HOMO energy: -14.68 eV
- E_tot: -405.0979 hartree

Cartesian coordinates (Å):
C: 1.44793 -1.23373 -0.91807
O: 0.42224 -1.77535 -1.74070
C: 0.95943 0.12150 -0.31394
C: 0.75514 0.04293 1.19415
C: -0.01862 -1.15301 1.72265
C: 0.23441 1.35789 1.83059
N: -0.33043 0.48297 -0.96093
H: 1.68439 -1.93606 -0.12259
H: 2.31794 -0.99528 -1.52676
H: 0.26825 -2.70466 -1.52414
H: 1.70829 0.89971 -0.46675
H: 1.75207 -0.01773 1.64844
H: -1.10952 -1.08563 1.58175
H: 0.10368 -1.28559 2.79228
H: 0.08924 -2.11607 1.21327
H: 0.93853 2.12505 1.53917
H: -0.71101 1.67886 1.41424
H: 0.24632 1.23787 2.90428
H: -0.20426 0.73478 -1.94037
H: -0.95504 -0.32206 -0.93977
H: -0.82788 1.30801 -0.60366
H: -3.33257 1.60017 -1.58586
H: -2.86737 1.60837 -3.04741
O: -2.57117 1.42708 -2.14988

Atomic partial charges in e from the Mulliken method, atoms 1 to 5: atom 1 (C): -0.733, atom 2 (O): -0.563, atom 3 (C): 0.024, atom 4 (C): 0.300, atom 5 (C): -1.450

***

Record 6
Density functional theory data (wB97M-V/def2-TZVPD) for the molecule C4H10N2O at a distorted geometry.

Results
- Structure (SMILES): CNC(=O)[C@H](C)N
- Total charge: 0
- Energy above the lowest of the compared OMol25 structures with the same formula, charge and spin: 136.1 kJ/mol
- HOMO energy: -9.05 eV
- E_tot: -343.1496 hartree

Cartesian coordinates (Å):
C: 1.64653 1.12081 -1.19680
N: 0.78979 1.28684 -0.01027
C: -0.35073 0.65163 0.35774
O: -1.15575 1.20907 1.08690
C: -0.66907 -0.80622 -0.00576
C: -0.51305 -1.62852 1.25892
N: -0.00634 -1.31846 -1.22237
H: 2.61790 1.59045 -1.10522
H: 1.20548 1.69376 -2.02428
H: 1.56855 0.07838 -1.47951
H: 1.02338 2.11890 0.50529
H: -1.71907 -0.74526 -0.29867
H: 0.50012 -1.78413 1.62015
H: -1.23138 -1.21030 1.96129
H: -0.90044 -2.64665 1.10962
H: -0.66108 -1.35339 -1.97597
H: 0.45544 -2.21125 -1.11756

Atomic partial charges in e from the Mulliken method, atoms 1 to 5: atom 1 (C): -0.792, atom 2 (N): -0.161, atom 3 (C): 0.249, atom 4 (O): -0.660, atom 5 (C): 0.459